1.
A structure of composition C31H25BCrF3NO5, computed with ωB97M-V/def2-TZVPD.

Last column: natural (NBO) charge in e.
Element x y z (Å)
O (6.30, 6.82, 1.23)  -0.24
C (6.14, 5.69, 0.98)  0.70
Cr (5.84, 3.81, 0.94)  -0.16
C (4.31, 4.21, 1.98)  0.71
O (3.47, 4.58, 2.70)  -0.30
C (6.79, 3.90, 2.58)  0.70
O (7.29, 4.15, 3.60)  -0.25
C (7.31, 3.15, -0.53)  -0.17
C (6.25, 3.82, -1.17)  -0.14
C (4.93, 3.41, -0.93)  -0.21
C (4.63, 2.27, -0.13)  0.02
C (3.26, 1.88, 0.12)  -0.02
C (2.10, 1.61, 0.41)  0.19
C (0.80, 1.39, 0.79)  -0.03
C (-0.16, 2.43, 0.66)  -0.11
C (-1.50, 2.27, 1.10)  -0.06
C (-2.36, 3.37, 1.12)  -0.21
C (-1.89, 4.63, 0.73)  0.00
C (-0.61, 4.78, 0.18)  -0.23
C (0.23, 3.67, 0.11)  -0.10
C (5.71, 1.73, 0.62)  -0.22
C (7.04, 2.11, 0.37)  -0.13
H (8.34, 3.47, -0.71)  0.32
H (6.44, 4.68, -1.81)  0.31
H (4.10, 3.97, -1.37)  0.30
H (0.52, 0.49, 1.34)  0.34
H (-1.82, 1.29, 1.46)  0.27
H (-3.39, 3.24, 1.45)  0.27
H (-2.53, 5.51, 0.84)  0.27
H (-0.26, 5.74, -0.19)  0.26
H (1.24, 3.73, -0.31)  0.21
H (5.49, 0.98, 1.38)  0.32
H (7.85, 1.62, 0.91)  0.32
C (-4.38, -5.75, 1.20)  -0.65
C (-4.08, -5.55, -0.27)  0.28
C (-3.11, -6.57, -0.80)  -0.66
C (-5.36, -5.63, -1.07)  -0.63
O (-3.58, -4.16, -0.47)  -0.55
C (-2.34, -3.84, -0.05)  0.92
N (-2.05, -2.47, -0.30)  -0.41
C (-0.82, -1.86, 0.01)  0.16
B (-0.02, -2.49, 1.30)  1.16
F (0.76, -1.45, 1.86)  -0.57
F (-1.11, -2.75, 2.16)  -0.53
F (0.79, -3.55, 0.92)  -0.51
C (-0.75, -0.64, -0.62)  -0.21
C (-1.99, -0.42, -1.30)  -0.02
C (-2.79, -1.57, -1.11)  0.18
C (-3.96, -1.77, -1.81)  -0.19
C (-4.41, -0.75, -2.67)  -0.05
C (-3.71, 0.47, -2.73)  -0.24
C (-2.50, 0.64, -2.05)  -0.14
O (-1.54, -4.62, 0.42)  -0.52
H (-5.12, -5.01, 1.53)  0.22
H (-4.82, -6.75, 1.35)  0.24
H (-3.48, -5.68, 1.81)  0.24
H (-2.96, -6.41, -1.88)  0.21
H (-2.16, -6.51, -0.27)  0.25
H (-3.52, -7.58, -0.67)  0.24
H (-5.16, -5.50, -2.14)  0.21
H (-5.81, -6.63, -0.93)  0.24
H (-6.09, -4.88, -0.74)  0.21
H (0.10, 0.02, -0.72)  0.20
H (-4.50, -2.70, -1.71)  0.28
H (-5.30, -0.90, -3.28)  0.25
H (-4.11, 1.28, -3.34)  0.25
H (-1.95, 1.59, -2.06)  0.21

The molar mass is 611.345 g mol⁻¹. As for the total charge: +3. The value obtained for the lowest unoccupied orbital energy (alpha / beta) is -0.4428 / -0.4853 Ha. Its spin multiplicity is 4. As for the HOMO energy (alpha / beta): -15.407 / -15.406 eV. The value obtained for the orbital gap (alpha / beta) is 3.36 / 2.20 eV.

---

2.
A structure of composition C40H39CoNO2P2, computed with ωB97M-V/def2-TZVPD.

Last column: Löwdin spin population.
Element x y z (Å)
Co (0.05, 1.25, 0.81)  1.84
C (-0.06, 3.45, 1.43)  0.02
C (1.04, 3.22, 0.56)  0.02
C (1.95, 2.35, 1.22)  0.01
C (1.41, 2.05, 2.50)  0.03
C (0.18, 2.73, 2.63)  0.04
H (-0.89, 4.12, 1.25)  0.00
H (1.19, 3.69, -0.40)  0.00
H (2.92, 2.04, 0.85)  0.00
H (1.89, 1.47, 3.27)  0.00
H (-0.44, 2.74, 3.52)  0.00
C (-2.27, 2.23, -1.68)  0.00
N (-2.04, 0.82, -1.24)  -0.02
P (-0.30, 0.51, -1.41)  0.02
C (-0.11, 0.72, -3.23)  0.02
C (1.14, 1.13, -3.70)  0.00
C (1.38, 1.22, -5.06)  0.00
C (0.38, 0.92, -5.97)  0.00
C (-0.87, 0.52, -5.51)  0.00
C (-1.12, 0.42, -4.15)  0.00
C (-0.15, -1.31, -1.31)  0.00
C (-1.09, -2.18, -1.66)  0.00
C (-0.92, -3.64, -1.53)  0.00
C (0.21, -4.16, -1.06)  0.00
C (1.37, -3.29, -0.70)  0.00
C (1.23, -1.78, -0.92)  0.00
P (-2.17, 0.68, 0.52)  -0.01
C (-2.81, -1.03, 0.73)  0.00
C (-2.33, -1.75, 1.82)  0.00
C (-2.79, -3.04, 2.08)  0.00
C (-3.74, -3.61, 1.24)  0.00
C (-4.21, -2.90, 0.14)  0.00
C (-3.75, -1.62, -0.11)  0.00
C (-3.66, 1.62, 0.97)  0.00
C (-4.84, 1.65, 0.22)  0.00
C (-5.95, 2.33, 0.70)  0.00
C (-5.89, 3.00, 1.92)  0.00
C (-4.72, 2.99, 2.66)  0.00
C (-3.60, 2.31, 2.18)  0.00
H (-2.06, 2.32, -2.74)  0.00
H (-1.63, 2.93, -1.14)  0.00
H (-3.30, 2.51, -1.52)  0.00
H (1.92, 1.38, -2.99)  0.00
H (2.36, 1.54, -5.42)  0.00
H (0.56, 1.00, -7.03)  0.00
H (-1.66, 0.30, -6.21)  0.00
H (-2.09, 0.12, -3.79)  0.00
H (-2.05, -1.81, -2.02)  0.00
H (-1.75, -4.27, -1.80)  0.00
H (0.32, -5.23, -0.92)  0.00
H (2.29, -3.70, -1.11)  0.00
H (1.91, -1.32, -1.63)  0.00
H (-1.58, -1.31, 2.46)  0.00
H (-2.41, -3.59, 2.93)  0.00
H (-4.09, -4.62, 1.43)  0.00
H (-4.94, -3.35, -0.52)  0.00
H (-4.10, -1.08, -0.99)  0.00
H (-4.90, 1.13, -0.73)  0.00
H (-6.86, 2.35, 0.11)  0.00
H (-6.76, 3.53, 2.28)  0.00
H (-4.66, 3.51, 3.60)  0.00
H (-2.68, 2.31, 2.74)  0.00
C (6.49, 1.09, 2.36)  -0.01
C (5.33, 0.24, 1.91)  -0.01
C (4.40, -0.23, 2.79)  0.13
C (3.31, -1.03, 2.36)  0.04
C (2.57, -1.70, 3.34)  0.46
C (3.07, -1.20, 0.95)  0.13
C (4.13, -0.90, 0.09)  -0.01
C (4.32, -1.41, -1.33)  -0.01
C (5.21, -0.16, 0.58)  0.16
C (1.66, -1.66, 0.56)  0.01
O (1.51, -3.09, 0.74)  0.01
O (0.70, -0.93, 1.27)  0.04
H (6.28, 1.58, 3.31)  0.00
H (6.72, 1.87, 1.63)  0.00
H (7.39, 0.48, 2.49)  0.00
H (4.50, -0.03, 3.86)  0.00
H (2.78, -1.53, 4.39)  0.03
H (1.88, -2.50, 3.10)  0.03
H (0.99, -0.83, 2.19)  0.01
H (3.44, -1.51, -1.94)  0.00
H (4.78, -2.41, -1.27)  0.00
H (5.02, -0.77, -1.86)  0.00
H (6.00, 0.12, -0.12)  0.01

The energy relative to the best compared isomer or geometry (same formula, charge and spin) comes out at 4.5028 eV. The molar mass is 686.638 g mol⁻¹. The value obtained for the lowest unoccupied orbital energy (alpha / beta) is 0.0101 / -0.0310 Ha. Its spin multiplicity is 4. As for the HOMO energy (alpha / beta): -6.098 / -6.821 eV. The value obtained for the orbital gap (alpha / beta) is 6.37 / 5.98 eV.

---

3.
A cluster of 3 separate species, C22H49BBrN8O4 in total, computed with ωB97M-V/def2-TZVPD.

Last column: Mulliken charge in e.
Element x y z (Å)
C (2.78, -3.08, 1.52)  -1.11
O (1.93, -2.34, 0.66)  -0.19
C (0.99, -3.14, -0.05)  -1.24
C (-0.30, -3.35, 0.74)  1.29
C (-1.48, -3.85, -0.12)  -1.42
C (-2.74, -3.01, 0.09)  -0.09
C (-3.12, -2.09, -1.09)  -1.07
C (-3.09, -0.64, -0.62)  0.54
C (-3.86, 0.40, -1.44)  -1.07
C (-3.20, 1.77, -1.36)  -0.69
C (-3.04, 2.32, 0.07)  -0.96
C (-1.87, 1.69, 0.72)  0.01
N (-0.59, 1.89, 0.46)  -0.08
C (0.11, 0.97, 1.17)  0.17
N (1.41, 0.86, 1.03)  0.30
C (2.21, -0.13, 1.75)  -0.96
C (3.70, -0.01, 1.56)  0.46
N (4.07, -0.22, 0.17)  -0.13
N (4.28, 1.25, 2.01)  -0.61
N (4.27, -1.08, 2.47)  -0.96
B (1.92, 1.85, -0.04)  0.50
O (2.63, 2.94, 0.41)  -0.56
N (1.55, 1.67, -1.44)  0.06
C (2.64, 1.12, -2.28)  -0.94
C (1.18, 3.00, -1.99)  -1.02
N (-0.76, 0.26, 1.95)  -0.05
Br (-0.60, -1.11, 3.16)  0.08
N (-2.02, 0.73, 1.65)  -0.12
H (3.78, -2.66, 1.46)  0.47
H (2.45, -2.99, 2.56)  0.25
H (2.85, -4.13, 1.24)  0.67
H (1.41, -4.11, -0.31)  0.31
H (0.74, -2.62, -0.97)  0.42
H (-0.09, -4.09, 1.51)  0.37
H (-0.55, -2.44, 1.27)  -1.09
H (-1.67, -4.88, 0.19)  0.36
H (-1.19, -3.91, -1.17)  0.58
H (-3.60, -3.61, 0.39)  0.63
H (-2.54, -2.38, 0.95)  0.01
H (-4.08, -2.36, -1.52)  0.39
H (-2.34, -2.20, -1.84)  0.46
H (-3.50, -0.62, 0.39)  0.15
H (-2.03, -0.36, -0.58)  -0.12
H (-3.95, 0.12, -2.48)  0.43
H (-4.85, 0.48, -1.01)  0.28
H (-2.22, 1.71, -1.82)  0.35
H (-3.81, 2.47, -1.91)  0.41
H (-3.94, 2.24, 0.67)  0.37
H (-2.82, 3.38, -0.03)  0.40
H (1.88, -1.13, 1.46)  0.44
H (2.03, -0.04, 2.82)  0.27
H (5.02, 0.11, 0.06)  0.36
H (3.99, -1.19, -0.09)  0.25
H (4.82, 1.05, 2.84)  0.36
H (3.54, 1.86, 2.33)  0.32
H (5.20, -1.26, 2.11)  0.39
H (3.77, -1.95, 2.28)  -0.13
H (3.59, 2.82, 0.37)  0.43
H (2.54, 1.56, -3.27)  0.42
H (3.62, 1.42, -1.91)  0.28
H (2.57, 0.05, -2.40)  0.16
H (0.55, 3.53, -1.29)  0.39
H (2.07, 3.58, -2.22)  0.19
H (0.65, 2.88, -2.93)  0.29
H (-2.88, 0.38, 2.03)  0.34
C (4.65, 5.23, -3.61)  -0.84
C (3.60, 5.38, -4.68)  0.87
O (2.66, 4.62, -4.76)  -0.52
C (3.77, 6.53, -5.65)  -1.18
H (4.42, 4.37, -2.99)  0.04
H (5.63, 5.07, -4.07)  0.38
H (4.69, 6.12, -2.99)  0.31
H (4.71, 6.43, -6.19)  0.34
H (3.77, 7.48, -5.10)  0.33
H (2.95, 6.53, -6.36)  0.30
C (-6.66, -4.73, 3.05)  -1.16
C (-5.82, -3.49, 3.09)  0.84
O (-5.29, -3.04, 2.10)  -0.50
C (-5.66, -2.82, 4.44)  -1.06
H (-6.70, -5.11, 2.03)  0.29
H (-6.24, -5.49, 3.70)  0.35
H (-7.68, -4.51, 3.38)  0.35
H (-5.20, -3.50, 5.14)  0.34
H (-6.64, -2.52, 4.82)  0.36
H (-5.03, -1.93, 4.33)  0.19

The molar mass is 580.402 g mol⁻¹. As for the total charge: +1. The value obtained for the lowest unoccupied orbital energy is -0.1275 Ha. As for the HOMO energy: -10.796 eV. The value obtained for the orbital gap is 7.33 eV.

---

4.
A structure of composition C39H31AsBrN2O2PPdS2, computed with ωB97M-V/def2-TZVPD.

Last column: Mulliken charge in e.
Element x y z (Å)
Pd (-1.07, 0.99, 3.06)  0.18
S (-3.36, 0.87, 3.89)  -0.34
C (-4.08, -0.48, 3.16)  0.22
N (-3.55, -1.57, 2.68)  -0.30
C (-4.49, -2.42, 2.15)  -0.63
C (-4.20, -3.65, 1.55)  -0.43
C (-5.23, -4.41, 1.02)  -0.55
C (-6.55, -3.97, 1.07)  -0.41
C (-6.86, -2.76, 1.67)  -0.49
C (-5.83, -1.99, 2.21)  0.97
S (-5.88, -0.44, 2.98)  -0.32
H (-3.17, -3.97, 1.50)  0.48
H (-5.00, -5.36, 0.54)  0.35
H (-7.34, -4.58, 0.64)  0.36
H (-7.89, -2.41, 1.71)  0.36
C (0.88, 0.56, -1.11)  -0.43
C (0.54, 1.25, -2.42)  -1.56
As (1.58, 0.75, -4.02)  0.19
C (1.31, -1.19, -4.00)  0.12
C (0.08, -1.72, -3.60)  -0.27
C (-0.14, -3.09, -3.65)  -0.43
C (0.85, -3.94, -4.11)  -0.55
C (2.07, -3.42, -4.52)  -0.50
C (2.29, -2.05, -4.47)  -0.41
C (3.39, 0.82, -3.27)  0.17
C (4.21, 1.87, -3.68)  -0.57
C (5.48, 2.04, -3.14)  -0.48
C (5.94, 1.15, -2.18)  -0.41
C (5.14, 0.10, -1.77)  -0.68
C (3.87, -0.07, -2.32)  0.15
P (-0.21, 1.21, 0.27)  -0.08
C (-1.79, 0.36, -0.16)  0.54
C (-1.87, -0.92, -0.70)  -0.50
C (-3.10, -1.49, -0.99)  -0.85
C (-4.27, -0.80, -0.74)  -0.34
C (-4.21, 0.47, -0.19)  -0.75
C (-2.98, 1.05, 0.10)  -0.80
C (0.40, 0.25, 1.69)  0.53
C (1.74, 0.48, 2.12)  -0.46
C (2.34, -0.34, 3.04)  -0.86
C (1.62, -1.41, 3.62)  -0.71
C (0.32, -1.65, 3.25)  -0.58
C (-0.34, -0.83, 2.28)  0.65
H (1.90, 0.82, -0.80)  0.45
H (0.84, -0.53, -1.19)  0.40
H (0.67, 2.33, -2.32)  0.48
H (-0.51, 1.09, -2.69)  0.48
H (-0.70, -1.08, -3.22)  0.41
H (-1.09, -3.48, -3.32)  0.40
H (0.68, -5.01, -4.14)  0.37
H (2.85, -4.08, -4.88)  0.37
H (3.25, -1.66, -4.78)  0.39
H (3.85, 2.57, -4.43)  0.29
H (6.09, 2.87, -3.46)  0.37
H (6.92, 1.29, -1.74)  0.37
H (5.48, -0.59, -1.01)  0.39
H (3.25, -0.89, -1.98)  0.35
H (-0.97, -1.49, -0.86)  0.84
H (-3.14, -2.51, -1.38)  0.41
H (-5.23, -1.27, -0.93)  0.37
H (-5.12, 1.01, 0.05)  0.35
H (-2.93, 2.03, 0.56)  0.38
H (2.29, 1.31, 1.70)  0.19
H (3.36, -0.14, 3.36)  0.39
H (2.09, -2.04, 4.36)  0.32
H (-0.23, -2.47, 3.68)  0.41
H (-1.23, -1.24, 1.81)  -0.02
Br (3.12, 3.78, -0.71)  -0.12
C (2.81, 4.44, 1.05)  0.17
C (3.75, 5.26, 1.64)  -0.23
N (3.61, 5.73, 2.88)  -0.69
C (2.52, 5.36, 3.56)  -0.31
C (1.52, 4.53, 3.04)  -0.09
C (1.67, 4.07, 1.75)  0.05
C (0.31, 4.09, 3.89)  0.37
O (0.25, 4.57, 5.03)  -0.78
O (-0.46, 3.31, 3.29)  -0.62
H (4.64, 5.55, 1.10)  0.35
H (2.41, 5.72, 4.57)  0.46
H (0.90, 3.42, 1.33)  0.72

The energy relative to the best compared isomer or geometry (same formula, charge and spin) comes out at 0.0288 eV. The molar mass is 916.043 g mol⁻¹. As for the total charge: -2. The value obtained for the lowest unoccupied orbital energy is 0.1446 Ha. As for the HOMO energy: -1.306 eV. The value obtained for the orbital gap is 5.24 eV.

---

5.
A structure of composition C33H31N3PtSSbSe, computed with ωB97M-V/def2-TZVPD.

Last column: Löwdin spin population.
Element x y z (Å)
Pt (9.80, 9.42, 11.39)  0.98
C (7.83, 9.37, 14.20)  0.00
C (9.27, 9.56, 14.60)  0.02
C (9.62, 9.70, 15.95)  0.00
C (10.93, 9.81, 16.30)  0.01
C (11.92, 9.71, 15.29)  0.00
C (13.27, 9.78, 15.58)  0.07
C (14.23, 9.78, 14.56)  -0.01
C (13.82, 9.68, 13.21)  0.07
C (12.47, 9.59, 12.85)  0.02
S (11.98, 9.43, 11.18)  0.49
C (11.50, 9.62, 13.94)  0.03
N (10.19, 9.54, 13.60)  0.12
H (7.22, 9.13, 15.05)  0.00
H (7.74, 8.53, 13.51)  0.00
H (7.48, 10.27, 13.70)  0.00
H (8.82, 9.68, 16.68)  0.00
H (11.17, 9.90, 17.31)  0.00
H (13.59, 9.91, 16.60)  0.00
H (15.26, 9.90, 14.85)  0.00
H (14.57, 9.73, 12.42)  0.00
C (11.39, 18.45, 12.02)  0.00
C (10.15, 17.92, 12.31)  0.00
C (9.89, 16.57, 12.13)  0.00
C (10.94, 15.72, 11.69)  0.00
C (12.20, 16.28, 11.47)  0.00
C (12.42, 17.62, 11.59)  0.00
Sb (10.82, 13.56, 11.67)  0.00
C (11.01, 13.28, 9.59)  0.00
C (10.20, 12.40, 8.87)  0.01
C (10.48, 12.07, 7.55)  0.00
C (11.59, 12.61, 6.93)  0.00
C (12.38, 13.54, 7.60)  0.00
C (12.06, 13.89, 8.92)  0.00
C (8.69, 13.45, 12.02)  0.00
C (8.29, 12.90, 13.24)  0.00
C (6.95, 12.90, 13.65)  0.00
C (6.00, 13.44, 12.79)  0.00
C (6.37, 13.92, 11.55)  0.00
C (7.71, 13.93, 11.14)  0.00
H (11.54, 19.51, 12.14)  0.00
H (9.41, 18.62, 12.67)  0.00
H (8.96, 16.11, 12.37)  0.00
H (12.99, 15.64, 11.18)  0.00
H (13.41, 18.04, 11.42)  0.00
H (9.42, 11.86, 9.38)  0.00
H (9.93, 11.35, 6.97)  0.00
H (11.84, 12.36, 5.88)  0.00
H (13.21, 14.07, 7.15)  0.00
H (12.70, 14.60, 9.42)  0.00
H (9.02, 12.57, 13.98)  0.00
H (6.69, 12.56, 14.63)  0.00
H (4.99, 13.46, 13.09)  0.00
H (5.65, 14.35, 10.89)  0.00
H (8.02, 14.41, 10.21)  0.00
C (6.42, 11.49, 8.37)  0.00
N (7.13, 10.22, 8.17)  0.01
C (7.42, 9.74, 6.90)  0.01
C (8.12, 8.57, 7.08)  0.00
N (8.22, 8.38, 8.45)  0.02
C (8.99, 7.28, 9.02)  0.02
C (7.59, 9.38, 9.11)  0.03
Se (7.40, 9.57, 10.95)  0.08
H (7.06, 12.30, 8.00)  0.00
H (6.32, 11.63, 9.43)  0.00
H (5.46, 11.49, 7.85)  0.00
H (7.16, 10.29, 6.00)  0.00
H (8.58, 7.86, 6.39)  0.00
H (8.91, 6.41, 8.35)  0.00
H (8.50, 7.05, 9.92)  0.00
H (10.03, 7.59, 9.14)  0.01

The energy relative to the best compared isomer or geometry (same formula, charge and spin) comes out at 0.0000 eV. The molar mass is 897.497 g mol⁻¹. As for the total charge: +1. The value obtained for the lowest unoccupied orbital energy (alpha / beta) is -0.1120 / -0.1784 Ha. Its spin multiplicity is 3. As for the HOMO energy (alpha / beta): -10.288 / -10.283 eV. The value obtained for the orbital gap (alpha / beta) is 7.24 / 5.43 eV.

---

6.
A structure of composition C4H5NO2, computed with ωB97M-V/def2-TZVPD.

Last column: natural (NBO) charge in e.
Element x y z (Å)
C (-0.50, 0.63, -0.96)  0.44
C (-0.10, -0.21, 0.79)  0.57
N (0.69, -0.03, 1.90)  -0.80
C (-0.39, -0.73, -1.27)  -0.32
C (-0.24, -1.36, -0.04)  -0.51
O (-0.88, 0.83, 0.41)  -0.48
O (0.03, 1.71, -1.58)  -0.67
H (-0.39, 2.52, -1.28)  0.48
H (0.99, 0.93, 2.04)  0.40
H (1.39, -0.74, 2.02)  0.40
H (-0.38, -1.15, -2.26)  0.23
H (-0.23, -2.40, 0.22)  0.23

The energy relative to the best compared isomer or geometry (same formula, charge and spin) comes out at 4.1047 eV. The molar mass is 99.089 g mol⁻¹. The value obtained for the lowest unoccupied orbital energy (alpha / beta) is 0.0255 / 0.0256 Ha. As for the HOMO energy (alpha / beta): -6.086 / -6.107 eV. The value obtained for the orbital gap (alpha / beta) is 6.78 / 6.80 eV.